No. 1
DFT (ωB97M-V with the def2-TZVPD basis set) results for C16H28F12Mn2N3O16S4 as an isolated structure at a distorted geometry.

XYZ file:
```
81
Properties=species:S:1:pos:R:3:lowdin_spin:R:1
Mn 1.2129 -1.5430 3.5309 4.679
Mn -3.1429 -1.9435 1.6699 4.708
C -3.2065 -1.9496 -2.6330 0.001
F -2.7387 -0.6973 -2.5598 0.000
F -3.6741 -2.1641 -3.8522 0.001
F -2.1945 -2.7645 -2.3321 0.000
S -4.5887 -2.1193 -1.4144 0.014
O -5.2015 -3.3821 -1.7209 0.004
O -3.8228 -2.1224 -0.1342 0.067
O -5.3894 -0.9412 -1.5200 0.004
C -0.4598 -5.5616 2.1101 0.004
F 0.7994 -6.0575 2.2123 0.001
F -1.1214 -6.3162 1.2525 0.001
F -0.9994 -5.5644 3.3259 0.000
S -0.2864 -3.8250 1.5483 0.020
O -1.6437 -3.2994 1.5694 0.057
O 0.5202 -3.2611 2.6290 0.049
O 0.3567 -3.8570 0.2875 0.005
C -0.0437 0.4244 -0.3861 0.004
F 1.0055 1.2513 -0.4163 0.001
F -0.9315 0.8340 -1.2876 0.001
F 0.3424 -0.8134 -0.6877 0.000
S -0.7577 0.4147 1.3168 0.017
O -2.0103 -0.2900 1.0929 0.052
O 0.1832 -0.3938 2.0733 0.048
O -0.8636 1.7605 1.7573 0.006
C -2.5458 0.1812 5.5446 0.003
F -2.1290 1.0910 4.6495 0.000
F -2.0020 0.4922 6.7112 0.001
F -3.8717 0.2338 5.6250 0.001
S -2.0489 -1.4740 4.9167 0.015
O -2.4673 -2.3652 5.9418 0.005
O -2.8405 -1.5320 3.6817 0.048
O -0.6425 -1.4419 4.6171 0.043
C 1.7004 2.2315 4.7256 0.003
C 2.6037 1.0370 4.9254 0.015
C 3.2346 1.0628 6.3081 0.002
O 2.0216 -0.1458 4.5678 0.117
H 0.8968 2.3226 5.4613 0.000
H 1.2621 2.2255 3.7243 0.000
H 2.2796 3.1630 4.7481 0.000
H 3.4426 1.2121 4.2162 0.003
H 2.4601 0.9067 7.0651 0.000
H 3.7141 2.0279 6.4967 0.000
H 4.0460 0.3399 6.4224 0.000
C 1.2674 -3.1400 -5.4705 0.000
O 2.1078 -3.6133 -6.2024 0.000
N 1.1817 -1.8397 -5.1235 0.000
C 0.4058 -1.3946 -3.9891 0.000
C 2.0112 -0.8160 -5.7161 0.000
H 0.4857 -3.7878 -5.0407 0.000
H 1.0116 -1.3408 -3.0780 0.000
H -0.4354 -2.0622 -3.8366 0.000
H 0.0607 -0.3706 -4.1441 0.000
H 2.5769 -0.3145 -4.9288 0.000
H 2.5593 -1.0483 -6.6200 0.000
H 1.3316 -0.0212 -6.0764 0.000
C -3.2636 2.6899 -1.1148 0.000
O -4.2147 1.9404 -1.0848 0.000
N -2.9924 3.6461 -0.1985 0.000
C -3.8068 3.8526 0.9275 0.000
C -1.7847 4.4257 -0.3050 0.000
H -2.4727 2.5824 -1.8748 0.000
H -4.1900 4.8670 1.0071 0.000
H -3.2898 3.4778 1.8186 0.000
H -4.6605 3.1722 0.8910 0.000
H -0.9463 3.8732 -0.7363 0.000
H -1.9571 5.2746 -0.9756 0.000
H -1.4523 4.7288 0.6842 0.000
C 4.4336 1.5694 -5.3994 0.000
O 5.1870 0.7861 -5.9480 0.000
N 4.2403 1.5390 -4.0619 0.000
C 3.3941 2.4786 -3.3993 0.000
C 4.7806 0.4738 -3.2537 0.000
H 3.8217 2.3074 -5.9360 0.000
H 2.6819 1.9873 -2.7270 0.000
H 2.7478 2.9880 -4.1164 0.000
H 3.9559 3.1887 -2.7893 0.000
H 5.0936 -0.4083 -3.8044 0.000
H 5.6498 0.7438 -2.6368 0.000
H 4.0224 0.1774 -2.5206 0.000
```

E_LUMO (spin up / spin down): 1.90 / 1.62 eV
spin multiplicity: 11
net charge: -1
calculated total energy: -7088.02725 a.u.
HOMO energy (spin up / spin down): -6.6900 / -6.8709 eV
F_max: 0.0388 hartree/bohr



No. 2
DFT (ωB97M-V with the def2-TZVPD basis set) results for C16H28N2OS as an isolated structure at a distorted geometry.

XYZ file:
```
48
Properties=species:S:1:pos:R:3:nbo_charge:R:1
C -4.9795 -1.7604 -1.3068 -0.647
C -4.0500 -0.5968 -1.0068 -0.215
C -3.7450 0.6105 -1.7574 -0.214
C -3.0282 1.4091 -1.0654 -0.350
C -2.7359 0.8622 0.0665 -0.143
S -3.5226 -0.5971 0.6194 0.449
C -1.9636 1.5926 1.3817 -0.250
N -0.4793 1.4264 0.9748 -0.480
C 0.0955 1.8597 -0.2385 -0.203
C 1.6940 1.6262 -0.0146 -0.111
N 1.9762 0.4852 0.2507 -0.530
C 3.3891 0.2918 0.1974 -0.216
H 3.7859 -0.9430 0.6274 0.233
C 4.1603 0.3672 -1.0627 -0.240
C 4.8670 -1.0331 -1.5592 -0.580
H 5.6290 -1.2065 -0.6102 0.177
H 5.3226 -1.1355 -2.3857 0.185
H 4.1613 -1.9173 -1.2904 0.234
C 5.1963 1.5763 -1.2695 -0.494
H 5.4840 1.5766 -2.0890 0.157
H 5.8644 1.3558 -0.5880 0.191
H 4.4594 2.4997 -0.8387 0.176
H 3.3341 0.5178 -1.7810 0.191
H 3.8327 1.0367 1.1279 0.175
C 1.3547 -0.0408 1.1939 -0.001
C -0.0721 0.0255 1.2784 -0.252
H -0.6421 -0.5276 2.1956 0.227
H -0.4834 -0.4345 0.4075 0.158
C 1.5447 -1.7368 1.8324 -0.318
H 2.7103 -1.8928 2.0358 0.183
H 1.0571 -1.8681 2.5538 0.126
C 1.2060 -2.6726 0.4518 -0.056
O 1.9217 -2.3291 -0.6100 -0.677
H 1.8175 -1.5337 -0.7841 0.451
H 1.4833 -3.7369 0.8532 0.175
H 0.1882 -2.4264 0.4717 0.155
H 1.7171 0.3754 2.1468 0.151
H 2.1387 2.0311 -0.6558 0.170
H 1.9777 2.3572 0.8440 0.099
H -0.2039 3.0156 -0.2186 0.218
H -0.1292 1.1700 -0.8463 0.156
H -2.3203 1.5207 2.4682 0.244
H -2.0706 2.7613 1.1316 0.195
H -2.8061 2.2350 -1.4336 0.221
H -4.3646 0.7414 -2.8052 0.227
H -4.2807 -2.7389 -1.3841 0.208
H -5.7814 -1.9989 -0.6588 0.223
H -5.2920 -1.7667 -2.3572 0.223
```

E_LUMO: 0.59 eV
net charge: 0
relative energy (zero: lowest compared OMol25 entry of this formula, charge and spin): 1828.7 kJ/mol
calculated total energy: -1208.68817 a.u.
HOMO energy: -7.6200 eV
F_max: 0.3751 hartree/bohr



No. 3
DFT (ωB97M-V with the def2-TZVPD basis set) results for a single C16H28N2OS molecule.

XYZ file:
```
48
Properties=species:S:1:pos:R:3:nbo_charge:R:1
C -2.4071 -2.8990 -0.2676 -0.622
H -2.8068 -3.6512 -0.9452 0.201
H -3.1984 -2.6070 0.4212 0.191
H -2.0996 -2.0284 -0.8382 0.238
C -1.2225 -3.4594 0.5134 -0.209
C -1.6878 -4.5795 1.4436 -0.598
H -2.3727 -4.1889 2.1939 0.199
H -0.8433 -5.0357 1.9559 0.204
H -2.2038 -5.3531 0.8793 0.206
C -0.5108 -2.3649 1.3164 -0.399
H 0.1827 -2.8427 2.0128 0.201
H -1.2459 -1.8139 1.9053 0.196
C 0.2910 -1.3815 0.4520 -0.212
N -0.5528 -0.3625 -0.1529 -0.477
C -0.1766 0.0272 -1.4973 -0.216
C 1.0334 0.9667 -1.5350 -0.249
N 0.7346 2.1415 -0.7379 -0.445
C 0.4735 1.7591 0.6345 -0.239
H 1.3500 1.2668 1.0949 0.174
C -0.7388 0.8084 0.6891 -0.035
C -2.0072 1.5931 0.3195 -0.439
H -2.1933 2.3179 1.1133 0.208
H -1.8396 2.1396 -0.6073 0.231
C -3.2430 0.7135 0.1429 -0.053
O -3.3400 0.3087 -1.2066 -0.729
H -3.9583 -0.4252 -1.2726 0.472
H -3.1704 -0.1576 0.8043 0.162
H -4.1442 1.2846 0.4169 0.158
H -0.8495 0.4511 1.7197 0.199
H 0.2526 2.6595 1.2128 0.199
C 1.7136 3.2090 -0.8706 -0.222
C 3.0997 2.8454 -0.4122 -0.092
C 3.5444 2.9715 0.8670 -0.412
S 5.1472 2.3792 1.0737 0.432
C 5.2270 1.9481 -0.5895 -0.407
C 4.0816 2.2480 -1.2484 -0.260
H 3.9310 2.0609 -2.2969 0.224
H 6.1211 1.4986 -0.9734 0.235
H 3.0294 3.3892 1.7096 0.234
H 1.3450 4.0611 -0.2922 0.205
H 1.7433 3.4926 -1.9266 0.204
H 1.9291 0.4344 -1.1647 0.167
H 1.2203 1.2810 -2.5645 0.200
H -1.0362 0.5311 -1.9425 0.220
H 0.0334 -0.8714 -2.0816 0.197
H 1.0847 -0.9399 1.0745 0.176
H 0.7836 -1.9441 -0.3446 0.196
H -0.5037 -3.8821 -0.1982 0.187
```

E_LUMO: 0.78 eV
structure (SMILES): CC(C)CCN1CCN(Cc2ccsc2)C[C@H]1CCO
net charge: 0
relative energy (zero: lowest compared OMol25 entry of this formula, charge and spin): 20.6 kJ/mol
calculated total energy: -1209.37685 a.u.
HOMO energy: -7.8344 eV
F_max: 0.0110 hartree/bohr



No. 4
DFT (ωB97M-V with the def2-TZVPD basis set) results for a single C16H28N4O5 molecule.

XYZ file:
```
53
Properties=species:S:1:pos:R:3:nbo_charge:R:1
C 1.6109 0.1275 5.0746 -0.612
H 1.2721 -0.7032 5.6905 0.200
C 2.1383 -0.3747 3.7364 -0.224
N 1.1018 -1.0487 2.9830 -0.601
C 0.6025 -0.5760 1.8351 0.706
O 1.0223 0.4182 1.2686 -0.685
C -0.5516 -1.4044 1.2370 -0.142
N -1.2201 -0.5473 0.2799 -0.612
C -1.7187 0.6310 0.7199 0.711
O -2.0353 0.8259 1.8778 -0.645
C -1.8203 1.7094 -0.3633 -0.185
N -0.5611 1.7070 -1.0790 -0.639
C -0.4898 1.8751 -2.4101 0.668
O -1.4594 2.0701 -3.1144 -0.625
C 0.8973 1.6066 -3.0243 -0.124
N 1.0127 0.1659 -3.1201 -0.605
C 1.7986 -0.4048 -2.1833 0.685
O 1.8560 -1.5942 -1.9576 -0.633
C 2.5551 0.7049 -1.4795 -0.538
H 3.6262 0.5209 -1.5520 0.240
H 2.2935 0.6850 -0.4202 0.273
C 2.1228 1.9969 -2.1831 -0.417
H 2.9128 2.3481 -2.8470 0.226
H 1.8938 2.7999 -1.4846 0.227
H 0.3655 -0.3672 -3.6797 0.416
H 0.9046 2.0579 -4.0217 0.222
H 0.2650 1.6244 -0.5011 0.438
C -2.1213 3.0836 0.2689 -0.056
O -1.1879 3.4438 1.2463 -0.725
H -1.2492 2.7835 1.9520 0.488
H -3.1382 3.0562 0.6834 0.172
H -2.0735 3.8495 -0.5085 0.192
H -2.6112 1.4720 -1.0848 0.254
H -0.8468 -0.5773 -0.6582 0.410
H -1.2678 -1.6458 2.0308 0.223
C 0.0041 -2.6741 0.5925 -0.408
H 0.5769 -2.4074 -0.2994 0.246
H 0.7048 -3.1268 1.2982 0.211
C -1.0550 -3.7218 0.2272 -0.209
C -1.9577 -3.2544 -0.9111 -0.615
H -1.3577 -2.9988 -1.7817 0.202
H -2.5446 -2.3886 -0.6176 0.219
H -2.6441 -4.0497 -1.1931 0.210
C -0.3498 -5.0177 -0.1698 -0.600
H -1.0759 -5.7790 -0.4441 0.208
H 0.3031 -4.8393 -1.0207 0.211
H 0.2531 -5.4002 0.6507 0.203
H -1.6769 -3.9154 1.1095 0.189
H 0.6507 -1.8330 3.4278 0.394
H 2.4771 0.4610 3.1214 0.232
H 2.9738 -1.0654 3.8906 0.191
H 2.3964 0.6552 5.6077 0.217
H 0.7777 0.8078 4.9173 0.218
```

E_LUMO: 0.65 eV
structure (SMILES): CCNC(=O)[C@H](CC(C)C)NC(=O)[C@@H](CO)NC(=O)[C@H]1CCC(=O)N1
net charge: 0
relative energy (zero: lowest compared OMol25 entry of this formula, charge and spin): 23.9 kJ/mol
calculated total energy: -1221.81016 a.u.
HOMO energy: -9.4332 eV
F_max: 0.0130 hartree/bohr